No. 1
The following is a DFT calculation (the ωB97M-V functional and the def2-TZVPD basis) of a 2-piece molecular cluster, C4H9ClOS overall at a distorted geometry.

Geometry as XYZ:
```
16
Properties=species:S:1:pos:R:3
C 1.931 -0.196 0.774
C -1.727 -0.515 -0.143
C 0.407 0.027 1.000
C -0.310 -0.849 0.063
O -0.103 1.335 0.784
S 0.697 1.403 -2.264
Cl -1.190 1.268 -2.906
H 2.030 -0.057 -0.343
H 2.063 -1.120 1.217
H 2.665 0.372 1.313
H -2.234 0.065 0.559
H -2.041 -0.065 -1.146
H -2.235 -1.389 -0.320
H -0.003 -0.259 1.958
H -0.012 -1.725 -0.494
H 0.061 1.705 -0.052
```

- Gap between HOMO and LUMO (spin up / spin down): 8.27 / 5.53 eV
- HOMO level (spin up / spin down): -8.85 / -7.93 eV
- 2S+1: 1
- Net charge: 0
- Strongest force on any atom: 3.55 eV Å⁻¹
- Energy above the lowest of the compared OMol25 structures with the same formula, charge and spin: 337.68 kJ/mol

No. 2
The following is a DFT calculation (the ωB97M-V functional and the def2-TZVPD basis) of one molecule with the formula C4H9ClS at a distorted geometry.

Geometry as XYZ:
```
15
Properties=species:S:1:pos:R:3
C 1.682 1.676 -0.053
S 0.626 1.450 -1.415
C -0.714 0.442 -0.792
C -0.309 -0.602 0.233
C -1.307 -1.745 0.516
Cl -0.380 -2.940 1.439
H 1.261 2.164 0.904
H 2.436 2.397 -0.436
H 2.250 0.755 0.084
H -1.576 1.067 -0.394
H -0.890 0.005 -1.733
H 0.601 -1.096 -0.199
H -0.046 -0.136 1.238
H -2.109 -1.258 1.034
H -1.525 -2.181 -0.426
```

- Gap between HOMO and LUMO: 9.53 eV
- HOMO level: -8.59 eV
- 2S+1: 1
- Net charge: 0
- SMILES: CSCCCCl
- Strongest force on any atom: 2.62 eV Å⁻¹
- Energy above the lowest of the compared OMol25 structures with the same formula, charge and spin: 86.83 kJ/mol